Record 1
{"formula": "C27H44CoN3P3Se", "method": "wB97M-V/def2-TZVPD", "symbols": ["Co", "P", "P", "P", "H", "C", "C", "H", "C", "C", "C", "C", "C", "C", "C", "C", "C", "H", "H", "H", "H", "H", "H", "H", "H", "H", "H", "H", "H", "H", "H", "H", "H", "H", "H", "H", "H", "H", "H", "H", "H", "H", "H", "H", "H", "H", "C", "C", "C", "C", "C", "C", "Se", "H", "H", "H", "H", "H", "H", "N", "C", "C", "C", "C", "C", "C", "C", "N", "C", "C", "N", "C", "H", "H", "H", "H", "H", "H", "H"], "xyz": [[-0.181, -1.036, -1.805], [-1.135, -0.949, 0.480], [1.359, -2.451, -1.023], [-2.129, -1.022, -2.949], [1.606, 3.671, 0.053], [0.548, 3.498, 0.053], [-0.031, 3.016, 1.122], [0.513, 2.815, 2.046], [-0.595, -0.697, 2.235], [-1.786, -2.591, 1.007], [-2.608, 0.104, 0.691], [2.907, -2.505, -2.021], [2.061, -2.300, 0.679], [0.464, -4.030, -1.143], [-2.956, 0.599, -2.607], [-3.410, -2.170, -2.307], [-1.853, -1.338, -4.726], [-0.069, 3.680, -0.831], [-1.124, 2.810, 1.186], [-0.653, 0.323, 2.585], [0.394, -1.060, 2.474], [-1.264, -1.278, 2.876], [-0.980, -3.218, 1.387], [-2.348, -3.140, 0.264], [-2.451, -2.409, 1.858], [-2.369, 1.155, 0.520], [-2.948, 0.027, 1.726], [-3.447, -0.182, 0.077], [3.576, -3.335, -1.742], [3.421, -1.542, -1.868], [2.648, -2.584, -3.086], [2.537, -3.231, 1.007], [1.295, -2.032, 1.406], [2.797, -1.480, 0.686], [1.175, -4.854, -1.174], [-0.132, -4.031, -2.062], [-0.220, -4.165, -0.301], [-3.714, 0.816, -3.360], [-2.217, 1.403, -2.564], [-3.411, 0.547, -1.615], [-4.196, -2.289, -3.062], [-3.840, -1.755, -1.386], [-2.991, -3.157, -2.081], [-2.789, -1.592, -5.240], [-1.151, -2.176, -4.845], [-1.409, -0.448, -5.202], [1.535, 1.787, -4.208], [1.049, 2.995, -3.686], [1.313, 4.216, -4.320], [2.110, 4.247, -5.474], [2.477, 3.038, -6.087], [2.183, 1.817, -5.469], [1.450, 0.155, -3.172], [-1.262, -0.096, -1.418], [0.494, 2.969, -2.751], [0.900, 5.135, -3.896], [2.436, 5.204, -5.894], [3.003, 3.060, -7.046], [2.486, 0.881, -5.916], [-0.688, 0.845, 10.895], [-0.021, 0.885, 9.939], [0.704, 0.986, 8.699], [0.262, 1.936, 7.777], [0.757, 1.948, 6.479], [1.796, 1.076, 6.128], [2.332, 0.193, 7.078], [1.772, 0.141, 8.361], [2.280, 1.099, 4.808], [3.289, 0.323, 4.230], [3.369, 0.719, 2.911], [2.415, 1.675, 2.655], [1.785, 1.895, 3.791], [-0.502, 2.659, 8.063], [0.320, 2.630, 5.755], [3.158, -0.460, 6.803], [2.167, -0.562, 9.093], [3.838, -0.422, 4.774], [4.064, 0.386, 2.157], [0.987, 2.593, 3.950]], "charge": 3, "homo_ev": [-15.6, -16.2], "lumo_ev": [-8.24, -11.94], "e_tot_ha": -6026.62076, "spin_multiplicity": 5, "s_squared": 6.101, "max_force_ev_per_a": 2.210}

Record 2
{"formula": "C40H30GeN4O12SV", "method": "wB97M-V/def2-TZVPD", "symbols": ["V", "O", "C", "O", "C", "C", "C", "C", "C", "N", "C", "O", "O", "H", "H", "H", "H", "S", "C", "C", "C", "C", "C", "N", "H", "H", "H", "H", "O", "C", "O", "C", "C", "Ge", "C", "C", "C", "C", "C", "C", "C", "C", "C", "C", "C", "C", "C", "C", "C", "C", "C", "C", "H", "H", "H", "H", "H", "H", "H", "H", "H", "H", "H", "H", "H", "H", "H", "H", "H", "H", "H", "O", "C", "O", "C", "C", "C", "C", "C", "C", "N", "O", "O", "N", "O", "O", "H", "H", "H"], "xyz": [[0.160, -1.939, 0.316], [-2.964, -4.802, 0.418], [-1.877, -3.981, 0.517], [-1.661, -3.159, -0.391], [-1.067, -4.123, 1.676], [-1.269, -5.014, 2.750], [-0.379, -5.005, 3.794], [0.690, -4.085, 3.798], [0.808, -3.212, 2.732], [-0.023, -3.249, 1.700], [1.813, -2.079, 2.582], [2.655, -1.873, 3.446], [1.644, -1.384, 1.527], [-3.425, -4.563, -0.398], [-2.119, -5.680, 2.720], [-0.501, -5.686, 4.626], [1.406, -4.054, 4.603], [0.000, -0.191, -1.367], [-0.210, -1.068, -2.838], [-0.898, -0.467, -3.908], [-1.126, -1.205, -5.046], [-0.633, -2.506, -5.125], [0.078, -2.992, -4.041], [0.277, -2.304, -2.935], [-1.253, 0.545, -3.793], [-1.683, -0.781, -5.873], [-0.788, -3.117, -6.004], [0.513, -3.986, -4.050], [-2.657, -1.087, 2.675], [-1.541, -0.731, 2.310], [-1.009, -1.025, 1.194], [-0.670, 0.163, 3.203], [0.038, 1.220, 2.371], [-1.103, 2.559, 1.412], [-2.584, 3.278, 2.571], [-2.869, 4.636, 2.663], [-3.934, 5.100, 3.415], [-4.753, 4.207, 4.082], [-4.510, 2.849, 3.969], [-3.440, 2.392, 3.220], [-2.118, 2.001, -0.191], [-2.004, 2.725, -1.369], [-2.720, 2.359, -2.494], [-3.557, 1.256, -2.457], [-3.687, 0.537, -1.283], [-2.984, 0.918, -0.156], [0.261, 3.894, 0.846], [1.181, 3.425, -0.089], [2.233, 4.216, -0.513], [2.382, 5.499, -0.013], [1.484, 5.975, 0.925], [0.442, 5.172, 1.358], [0.076, -0.486, 3.680], [-1.289, 0.603, 3.991], [0.640, 0.727, 1.601], [0.719, 1.788, 3.010], [-2.255, 5.341, 2.123], [-4.127, 6.163, 3.476], [-5.585, 4.567, 4.674], [-5.160, 2.141, 4.463], [-3.280, 1.327, 3.129], [-1.331, 3.571, -1.410], [-2.613, 2.925, -3.411], [-4.099, 0.948, -3.343], [-4.331, -0.331, -1.244], [-3.103, 0.345, 0.750], [1.083, 2.423, -0.488], [2.944, 3.811, -1.214], [3.205, 6.122, -0.338], [1.601, 6.972, 1.333], [-0.230, 5.549, 2.117], [2.033, -4.650, -1.472], [2.088, -3.441, -1.273], [1.216, -2.808, -0.579], [3.227, -2.613, -1.798], [4.199, -3.250, -2.561], [5.272, -2.520, -3.088], [5.372, -1.153, -2.844], [4.389, -0.526, -2.086], [3.311, -1.245, -1.553], [4.485, 0.873, -1.875], [3.554, 1.456, -1.324], [5.501, 1.462, -2.269], [6.241, -3.169, -3.881], [6.084, -4.371, -4.144], [7.212, -2.514, -4.295], [4.132, -4.310, -2.745], [6.198, -0.580, -3.240], [2.568, -0.731, -0.958]], "charge": -2, "relative_energy_kj_mol": 22.3, "homo_ev": [0.0, 0.3], "lumo_ev": [2.95, 2.94], "e_tot_ha": -6083.31142, "spin_multiplicity": 2, "s_squared": 0.785, "max_force_ev_per_a": 7.730}

Record 3
{"formula": "C17H38N4O9P", "method": "wB97M-V/def2-TZVPD", "symbols": ["C", "C", "C", "C", "C", "P", "C", "C", "C", "C", "C", "C", "C", "C", "O", "H", "H", "H", "H", "H", "H", "H", "H", "H", "H", "H", "H", "H", "H", "H", "H", "H", "H", "H", "H", "H", "H", "H", "H", "H", "H", "C", "N", "O", "O", "H", "H", "H", "C", "N", "O", "O", "H", "H", "H", "C", "N", "O", "O", "H", "H", "H", "C", "N", "O", "O", "H", "H", "H"], "xyz": [[3.928, -2.034, 0.859], [2.764, -2.267, 0.810], [1.336, -2.591, 0.680], [0.902, -2.398, -0.790], [-0.575, -2.086, -1.018], [-1.227, -0.590, -0.196], [-2.364, 0.158, -1.380], [-1.645, 0.513, -2.711], [-2.105, -1.132, 1.306], [-3.548, -0.593, 1.441], [-4.558, -1.546, 0.798], [0.077, 0.627, 0.128], [-0.357, 1.938, 0.812], [-0.925, 1.806, 2.211], [-1.304, 2.657, 0.023], [4.964, -1.806, 0.742], [1.200, -3.633, 0.978], [0.751, -1.998, 1.384], [1.524, -1.651, -1.275], [1.123, -3.338, -1.298], [-1.221, -2.915, -0.728], [-0.745, -1.917, -2.081], [-3.176, -0.550, -1.542], [-2.804, 1.051, -0.947], [-1.564, 1.590, -2.827], [-0.638, 0.110, -2.738], [-2.217, 0.114, -3.542], [-2.161, -2.220, 1.255], [-1.505, -0.896, 2.180], [-3.646, 0.419, 1.058], [-3.761, -0.559, 2.509], [-4.708, -2.430, 1.413], [-5.527, -1.057, 0.716], [-4.244, -1.883, -0.189], [0.471, 0.881, -0.859], [0.915, 0.207, 0.680], [0.553, 2.542, 0.885], [-2.009, 1.694, 2.189], [-0.721, 2.717, 2.769], [-0.493, 0.973, 2.759], [-0.854, 2.946, -0.779], [3.465, 0.182, -4.345], [2.877, 0.719, -3.088], [3.581, 1.360, -2.346], [1.706, 0.465, -2.854], [4.503, 0.487, -4.390], [3.369, -0.899, -4.308], [2.889, 0.590, -5.170], [-8.131, -2.885, 2.710], [-7.766, -4.076, 1.893], [-8.488, -5.041, 1.951], [-6.759, -3.993, 1.214], [-9.041, -3.109, 3.252], [-7.304, -2.691, 3.387], [-8.270, -2.053, 2.026], [6.416, 1.455, 1.895], [6.994, 0.904, 0.638], [6.627, -0.198, 0.274], [7.800, 1.591, 0.057], [5.717, 0.731, 2.297], [7.241, 1.633, 2.577], [5.925, 2.389, 1.647], [3.324, 4.399, -1.038], [4.510, 4.675, -0.186], [5.449, 5.249, -0.684], [4.460, 4.258, 0.955], [3.508, 4.795, -2.029], [3.198, 3.321, -1.060], [2.473, 4.881, -0.566]], "charge": 1, "relative_energy_kj_mol": 0.0, "homo_ev": -12.7, "lumo_ev": -2.83, "e_tot_ha": -1907.42745, "max_force_ev_per_a": 1.368}

Record 4
{"formula": "C27H32BrF16N3O5S", "method": "wB97M-V/def2-TZVPD", "symbols": ["C", "C", "O", "O", "C", "C", "C", "C", "C", "C", "C", "C", "Br", "C", "C", "C", "O", "C", "N", "C", "C", "N", "S", "N", "C", "H", "H", "H", "H", "H", "H", "H", "H", "H", "H", "H", "H", "H", "H", "H", "H", "H", "H", "H", "H", "H", "H", "H", "H", "C", "C", "C", "F", "F", "F", "F", "O", "C", "C", "F", "F", "F", "F", "H", "H", "H", "H", "C", "C", "C", "F", "F", "F", "F", "O", "C", "C", "F", "F", "F", "F", "H", "H", "H", "H"], "xyz": [[1.219, 0.073, 0.607], [2.252, 0.070, -0.523], [2.064, -0.678, -1.461], [3.400, 0.818, -0.516], [3.193, 2.197, -0.192], [2.963, 3.091, -1.432], [1.596, 2.854, -2.152], [0.849, 4.151, -2.558], [0.070, 4.859, -1.408], [-0.563, 3.904, -0.359], [-1.861, 4.407, 0.248], [-3.105, 4.223, -0.307], [-3.144, 3.302, -2.004], [-4.348, 4.689, 0.323], [-5.740, 4.450, -0.267], [-6.080, 2.943, -0.343], [-5.787, 2.297, 0.898], [-7.568, 2.671, -0.676], [-7.663, 1.280, -1.189], [-4.245, 5.347, 1.519], [-2.995, 5.588, 2.182], [-2.753, 6.185, 3.364], [-1.135, 6.085, 3.535], [-0.646, 5.334, 2.166], [-1.806, 5.103, 1.517], [0.674, -0.874, 0.698], [0.454, 0.834, 0.340], [1.647, 0.403, 1.570], [4.138, 2.551, 0.268], [2.411, 2.382, 0.568], [3.124, 4.160, -1.191], [3.776, 2.830, -2.140], [0.983, 2.150, -1.562], [1.828, 2.320, -3.095], [0.205, 3.899, -3.423], [1.599, 4.865, -2.953], [0.749, 5.609, -0.957], [-0.735, 5.452, -1.891], [-0.801, 2.953, -0.872], [0.184, 3.698, 0.429], [-5.921, 4.983, -1.214], [-6.453, 4.872, 0.473], [-5.488, 2.438, -1.133], [-6.415, 1.571, 1.007], [-8.245, 2.764, 0.189], [-7.876, 3.371, -1.482], [-7.089, 1.243, -2.028], [-8.623, 1.059, -1.438], [-5.165, 5.689, 2.013], [5.479, -4.676, -4.152], [6.326, -5.407, -3.089], [5.769, -6.726, -2.547], [4.589, -6.568, -1.921], [6.627, -7.245, -1.635], [6.596, -4.554, -2.078], [7.523, -5.695, -3.677], [4.653, -3.600, -3.714], [3.378, -3.871, -3.229], [3.224, -3.470, -1.760], [4.104, -4.132, -0.974], [1.982, -3.780, -1.314], [3.054, -5.160, -3.453], [2.525, -3.132, -3.968], [6.198, -4.196, -4.815], [4.930, -5.371, -4.789], [5.646, -7.458, -3.350], [3.388, -2.402, -1.630], [1.004, -3.883, 2.981], [1.048, -4.914, 4.128], [-0.076, -5.951, 4.169], [-1.288, -5.388, 4.327], [0.108, -6.784, 5.222], [1.135, -4.257, 5.307], [2.217, -5.601, 3.988], [0.466, -2.592, 3.274], [-0.907, -2.388, 3.192], [-1.521, -2.012, 4.543], [-1.315, -2.976, 5.460], [-2.859, -1.853, 4.417], [-1.503, -3.451, 2.628], [-1.082, -1.356, 2.335], [2.046, -3.678, 2.734], [0.577, -4.301, 2.069], [-0.084, -6.556, 3.258], [-1.087, -1.082, 4.918]], "homo_ev": -9.0, "lumo_ev": -0.73, "e_tot_ha": -6158.55674, "max_force_ev_per_a": 2.115}

Record 5
{"formula": "C3H5NO2", "method": "wB97M-V/def2-TZVPD", "symbols": ["N", "C", "C", "O", "C", "O", "H", "H", "H", "H", "H"], "xyz": [[1.838, -1.055, -0.566], [0.825, -0.393, -0.219], [-0.350, -0.915, 0.557], [-1.401, -0.056, 0.149], [-0.801, 1.180, -0.118], [0.555, 0.917, -0.480], [2.494, -0.500, -1.114], [-0.581, -1.946, 0.295], [-0.135, -0.834, 1.633], [-1.282, 1.653, -0.979], [-0.826, 1.836, 0.767]], "relative_energy_kj_mol": 133.8, "homo_ev": -10.3, "smiles": "[H]/N=C1/COCO1", "lumo_ev": 0.88, "e_tot_ha": -322.52336, "max_force_ev_per_a": 0.400}

Record 6
{"formula": "C28H33NO3", "method": "wB97M-V/def2-TZVPD", "symbols": ["C", "C", "O", "C", "C", "C", "O", "C", "C", "C", "C", "C", "C", "O", "H", "H", "H", "H", "H", "H", "H", "H", "H", "H", "H", "H", "H", "H", "H", "H", "H", "C", "N", "C", "C", "C", "C", "C", "C", "C", "C", "C", "C", "C", "C", "C", "C", "C", "C", "H", "H", "H", "H", "H", "H", "H", "H", "H", "H", "H", "H", "H", "H", "H", "H"], "xyz": [[0.941, 4.069, -0.227], [0.138, 3.033, 0.514], [1.027, 2.116, 1.182], [0.437, 1.100, 1.898], [1.496, 0.451, 2.653], [1.206, -0.639, 3.555], [0.168, -1.298, 3.534], [2.324, -1.006, 4.563], [3.291, -2.075, 4.068], [4.426, -1.570, 3.171], [3.990, -1.025, 1.796], [3.863, 0.486, 1.658], [2.844, 1.108, 2.619], [-0.763, 0.877, 1.882], [0.269, 4.608, -0.904], [1.390, 4.790, 0.463], [1.715, 3.595, -0.844], [-0.566, 3.462, 1.237], [-0.417, 2.459, -0.222], [2.885, -0.119, 4.866], [1.830, -1.386, 5.462], [3.747, -2.552, 4.945], [2.735, -2.862, 3.544], [5.023, -0.831, 3.722], [5.087, -2.429, 2.983], [4.717, -1.367, 1.046], [3.032, -1.479, 1.517], [4.817, 1.003, 1.836], [3.552, 0.734, 0.633], [2.699, 2.156, 2.325], [3.292, 1.097, 3.623], [-4.732, -2.399, 1.610], [-3.775, -1.860, 0.658], [-3.070, -0.709, 0.825], [-2.400, -0.380, -0.376], [-1.788, 0.828, -0.660], [-1.106, 1.093, -1.902], [-0.062, 0.294, -2.444], [0.504, 0.621, -3.673], [0.025, 1.717, -4.405], [0.530, 2.021, -5.780], [-0.965, 2.534, -3.857], [-1.488, 2.257, -2.610], [-2.697, -1.473, -1.309], [-2.497, -1.659, -2.668], [-2.944, -2.846, -3.268], [-3.680, -3.789, -2.531], [-4.048, -3.530, -1.203], [-3.524, -2.386, -0.616], [-4.934, -3.437, 1.342], [-4.294, -2.349, 2.609], [-5.679, -1.835, 1.620], [-3.045, -0.179, 1.768], [-2.114, 1.668, -0.039], [0.291, -0.562, -1.861], [1.323, 0.025, -4.081], [0.053, 2.934, -6.155], [1.612, 2.193, -5.817], [0.298, 1.196, -6.468], [-1.321, 3.399, -4.419], [-2.234, 2.914, -2.163], [-2.060, -0.859, -3.259], [-2.747, -3.009, -4.328], [-3.956, -4.729, -3.009], [-4.673, -4.208, -0.631]], "relative_energy_kj_mol": 140.1, "homo_ev": -5.7, "lumo_ev": -2.00, "e_tot_ha": -1367.13319, "max_force_ev_per_a": 3.689}